(1)
Below is C31H26ClN2O4P2STa as an isolated structure at a distorted geometry, with properties calculated with ωB97M-V/def2-TZVPD.

orbital gap = 6.1466 eV
total charge = +2
E_tot = -3204.73495 a.u.
LUMO level = -7.6 eV

```
68
Properties=species:S:1:pos:R:3:mulliken_charge:R:1
Ta -0.101 -0.212 1.184 0.48
C -0.899 3.045 0.975 -1.38
P 0.696 2.224 0.620 0.89
C 1.184 2.902 -0.980 1.11
C 2.109 3.943 -1.031 -0.89
C 2.366 4.560 -2.245 -0.74
C 1.713 4.141 -3.397 -0.68
C 0.786 3.108 -3.338 -0.88
C 0.514 2.487 -2.131 -0.31
C 1.966 2.584 1.844 0.59
C 3.267 2.152 1.561 -0.32
C 4.268 2.322 2.501 -0.81
C 3.978 2.915 3.723 -0.55
C 2.688 3.343 4.006 -0.75
C 1.676 3.175 3.073 -0.58
C -1.931 2.150 0.362 0.63
C -3.143 2.421 -0.185 -1.12
C -3.757 1.169 -0.515 -1.05
C -2.891 0.185 -0.159 0.12
C -3.047 -1.302 -0.143 -0.98
P -1.369 -2.020 -0.220 0.75
C -1.385 -3.639 0.558 0.53
C -0.144 -4.253 0.761 -0.42
C -0.081 -5.499 1.358 -0.71
C -1.251 -6.129 1.768 -0.54
C -2.481 -5.520 1.566 -0.77
C -2.557 -4.276 0.958 -0.46
C -0.892 -2.196 -1.953 0.70
C -1.199 -3.362 -2.650 -0.68
C -0.880 -3.454 -3.995 -0.70
C -0.259 -2.395 -4.643 -0.63
C 0.037 -1.228 -3.951 -0.78
C -0.279 -1.126 -2.608 0.55
N -1.720 0.756 0.362 0.84
H -0.932 4.047 0.550 0.61
H -1.045 3.113 2.056 0.46
H 2.621 4.274 -0.137 0.46
H 3.075 5.375 -2.290 0.45
H 1.920 4.627 -4.340 0.43
H 0.269 2.798 -4.237 0.48
H -0.235 1.707 -2.072 0.23
H 3.485 1.708 0.595 0.48
H 5.276 1.999 2.278 0.44
H 4.762 3.053 4.454 0.44
H 2.473 3.820 4.953 0.46
H 0.676 3.518 3.302 0.42
H -3.577 3.397 -0.332 0.57
H -4.730 1.037 -0.960 0.56
H -3.671 -1.658 -0.962 0.62
H -3.489 -1.624 0.804 0.54
H 0.759 -3.748 0.434 0.36
H 0.873 -5.986 1.506 0.46
H -1.201 -7.101 2.238 0.43
H -3.387 -6.016 1.887 0.45
H -3.526 -3.826 0.785 0.42
H -1.674 -4.195 -2.145 0.46
H -1.116 -4.356 -4.543 0.44
H -0.005 -2.477 -5.692 0.43
H 0.515 -0.399 -4.458 0.49
H -0.059 -0.227 -2.053 -0.34
S 3.669 -1.522 -1.228 -0.20
C 2.424 -1.064 -0.454 1.13
N 1.428 -0.698 0.151 -0.18
O 0.754 -0.996 2.951 -0.79
Cl -0.531 -0.520 3.457 1.97
O -1.507 -1.153 2.594 -0.56
O -0.718 -0.749 4.804 -0.53
O -0.563 0.873 3.065 -0.51
```



(2)
Below is C31H26Co2NO6Si as an isolated structure at a distorted geometry, with properties calculated with ωB97M-V/def2-TZVPD.

orbital gap = 3.2347 eV
total charge = -1
E_tot = -4757.95003 a.u.
LUMO level = 2.0 eV

```
67
Properties=species:S:1:pos:R:3:nbo_charge:R:1
C -2.657 -1.900 -2.409 -0.22
C -1.488 -2.614 -2.633 -0.23
C -0.419 -2.504 -1.748 -0.21
C -0.497 -1.636 -0.661 -0.52
Si 0.874 -1.593 0.585 1.75
C 1.535 -3.283 0.885 -0.54
C 2.915 -3.510 0.814 -0.18
C 3.427 -4.801 0.945 -0.22
C 2.572 -5.885 1.167 -0.21
C 1.195 -5.655 1.270 -0.24
C 0.681 -4.362 1.139 -0.11
C 2.197 -0.356 0.208 -0.53
C 2.238 0.232 -1.059 -0.16
C 3.116 1.287 -1.306 -0.20
C 4.020 1.692 -0.318 -0.20
C 4.052 1.031 0.910 -0.25
C 3.154 -0.005 1.171 -0.17
C 0.006 -0.839 2.032 -0.50
C -1.239 -1.631 2.519 -0.43
C -2.143 -0.617 3.213 -0.42
C -1.746 0.778 2.788 -0.25
N -0.420 0.744 2.067 -0.43
C -1.644 -0.855 -0.492 -0.19
C -2.740 -1.022 -1.331 -0.15
H -3.502 -2.013 -3.068 0.21
H -1.393 -3.263 -3.497 0.20
H 0.486 -3.096 -1.869 0.20
H 3.595 -2.672 0.662 0.23
H 4.497 -4.980 0.848 0.21
H 2.954 -6.908 1.210 0.21
H 0.504 -6.484 1.424 0.21
H -0.390 -4.177 1.238 0.21
H 1.552 -0.118 -1.837 0.23
H 3.099 1.783 -2.274 0.23
H 4.706 2.509 -0.517 0.21
H 4.777 1.311 1.676 0.20
H 3.172 -0.531 2.130 0.19
H 0.746 -0.868 2.867 0.21
H -1.780 -2.137 1.697 0.23
H -0.889 -2.481 3.135 0.22
H -3.200 -0.871 3.047 0.23
H -1.989 -0.697 4.280 0.20
H -2.484 1.152 2.103 0.24
H -1.545 1.475 3.595 0.21
H 0.247 0.962 2.839 0.40
H -1.652 -0.102 0.302 0.22
H -3.656 -0.487 -1.115 0.22
O 2.113 4.748 -2.680 -0.58
C 0.971 4.712 -2.485 0.53
Co -0.783 4.539 -2.198 -0.11
C -0.953 5.696 -0.868 0.49
O -1.114 6.488 -0.041 -0.56
C -1.043 5.517 -3.642 0.50
O -1.197 6.205 -4.561 -0.56
C -0.327 2.507 -1.520 -0.41
C -0.722 2.092 -0.270 -0.37
C -0.204 2.027 1.105 -0.34
Co -2.087 2.407 -1.383 -0.13
C -3.245 2.258 -0.145 0.54
O -4.061 2.244 0.689 -0.61
C -2.826 1.608 -2.780 0.50
O -3.390 1.163 -3.691 -0.59
C -2.770 4.013 -2.158 0.40
O -3.784 4.546 -2.437 -0.60
H 0.333 2.125 -2.324 0.18
H -0.679 2.903 1.608 0.21
H 0.927 2.193 1.148 0.21
```



(3)
Below is C31H26F4NO5OsS2 as an isolated structure, with properties calculated with ωB97M-V/def2-TZVPD.

spin multiplicity = 5
orbital gap (spin up / spin down) = 5.8004 / 6.5079 eV
total charge = -1
ΔE to the lowest compared entry with this formula, charge and spin = 0.0 kcal/mol
E_tot = -2914.54434 a.u.
LUMO level (spin up / spin down) = 2.1 / 1.7 eV

```
70
Properties=species:S:1:pos:R:3:nbo_charge:R:1
Os -1.224 1.249 0.911 1.28
S -1.856 1.708 3.265 -0.11
C -0.596 2.786 3.800 -0.20
C -0.669 3.344 5.086 -0.17
C 0.303 4.205 5.555 -0.24
C 1.387 4.542 4.746 -0.25
C 1.475 4.007 3.476 -0.20
C 0.498 3.129 2.995 -0.22
S 0.702 2.480 1.382 -0.03
H -1.514 3.082 5.709 0.21
H 0.217 4.617 6.554 0.20
H 2.152 5.220 5.103 0.20
H 2.307 4.263 2.831 0.21
C 4.986 -3.262 -0.134 -0.61
C 5.260 -1.766 -0.236 -0.02
C 6.255 -1.502 -1.356 -0.40
C 6.485 -0.014 -1.545 -0.42
C 5.175 0.658 -1.845 -0.04
C 5.103 1.767 -2.657 -0.25
C 3.877 2.378 -2.890 0.37
F 3.851 3.462 -3.698 -0.33
C 2.723 1.920 -2.324 -0.22
C 2.776 0.789 -1.504 -0.15
C 1.517 0.337 -0.866 0.52
O 0.456 0.884 -1.158 -0.61
C 1.674 -0.751 0.066 -0.32
C 2.885 -1.355 0.176 0.13
N 4.018 -0.998 -0.472 -0.39
C 3.995 0.143 -1.278 0.23
C 0.574 -1.362 0.909 0.81
O 0.693 -2.530 1.256 -0.67
O -0.420 -0.618 1.239 -0.76
H 5.940 -3.790 -0.101 0.21
H 4.429 -3.601 -1.009 0.22
H 4.428 -3.541 0.756 0.22
H 5.701 -1.417 0.706 0.19
H 5.870 -1.938 -2.283 0.21
H 7.185 -2.016 -1.110 0.21
H 7.197 0.177 -2.350 0.22
H 6.916 0.404 -0.629 0.21
H 5.999 2.174 -3.110 0.22
H 1.768 2.405 -2.480 0.27
H 2.942 -2.210 0.832 0.24
F -3.432 2.812 -0.185 -0.36
C -2.107 2.973 0.097 0.72
F -1.531 3.305 -1.090 -0.36
F -2.047 4.095 0.856 -0.35
C -7.111 -3.903 -2.231 -0.62
C -6.111 -2.953 -1.625 -0.01
C -4.765 -3.279 -1.557 -0.23
C -3.823 -2.399 -1.031 0.04
C -2.370 -2.792 -0.972 -0.65
C -4.265 -1.168 -0.546 -0.10
C -5.618 -0.819 -0.580 0.03
C -6.092 0.504 -0.039 -0.64
C -6.521 -1.719 -1.131 -0.24
C -3.269 -0.213 0.029 0.76
O -3.377 0.200 1.205 -0.67
O -2.289 0.167 -0.685 -0.70
H -6.696 -4.907 -2.318 0.21
H -7.404 -3.575 -3.231 0.21
H -8.017 -3.958 -1.626 0.21
H -4.433 -4.246 -1.921 0.20
H -2.255 -3.855 -1.189 0.20
H -1.935 -2.595 0.009 0.25
H -1.787 -2.219 -1.694 0.24
H -5.939 0.556 1.038 0.24
H -7.150 0.649 -0.259 0.20
H -5.528 1.332 -0.471 0.24
H -7.572 -1.451 -1.171 0.19
```



(4)
Below is C31H26F5FeN5S3SiTe as an isolated structure at a distorted geometry, with properties calculated with ωB97M-V/def2-TZVPD.

spin multiplicity = 6
orbital gap (spin up / spin down) = 5.3888 / 7.1119 eV
total charge = -1
ΔE to the lowest compared entry with this formula, charge and spin = 21.1 kcal/mol
E_tot = -4985.83206 a.u.
LUMO level (spin up / spin down) = 2.2 / 2.2 eV

```
73
Properties=species:S:1:pos:R:3:mulliken_charge:R:1
Fe -0.846 0.379 -0.211 1.05
S -1.655 2.251 1.448 -0.17
C -1.706 3.700 0.438 0.23
C -1.902 4.941 1.123 -0.09
N -2.074 5.929 1.690 -0.54
C -1.592 3.611 -0.920 0.83
S -1.418 2.205 -1.859 -0.30
C -1.688 4.862 -1.661 -0.30
N -1.770 5.842 -2.255 -0.51
N 1.585 -0.568 3.447 -0.15
C 2.894 -0.110 3.346 0.11
C 3.929 -0.701 4.067 -0.80
C 5.216 -0.193 3.981 -0.51
C 5.493 0.891 3.158 -0.76
C 4.465 1.472 2.426 -0.47
C 3.166 0.991 2.533 0.52
S 1.796 1.757 1.765 -0.15
N 0.855 0.372 1.388 0.25
C 0.650 -0.464 2.411 0.24
C -0.506 -1.271 2.453 0.54
C -0.769 -2.253 3.454 -1.52
C -1.943 -2.947 3.438 -0.51
C -2.882 -2.703 2.418 -1.05
C -2.546 -1.768 1.462 -0.24
N -1.419 -1.065 1.449 0.78
H 1.429 -1.299 4.117 0.15
H 3.718 -1.555 4.701 0.36
H 6.010 -0.659 4.552 0.37
H 6.500 1.279 3.081 0.38
H 4.659 2.316 1.775 0.43
H -0.053 -2.466 4.237 0.27
H -2.143 -3.685 4.207 0.40
H -3.821 -3.234 2.357 0.45
H -3.211 -1.570 0.634 0.09
C 3.298 -0.347 -0.942 -0.58
Te 1.785 1.003 -1.556 0.20
C 2.451 0.554 -3.529 -1.13
C 3.864 0.045 -3.351 0.37
C 4.754 -0.016 -4.420 -0.63
C 6.044 -0.491 -4.243 -0.55
C 6.457 -0.915 -2.986 -0.56
C 5.575 -0.865 -1.918 -0.69
C 4.277 -0.389 -2.088 0.53
H 2.843 -1.323 -0.765 0.42
H 3.743 0.002 -0.012 0.18
H 2.415 1.460 -4.129 0.57
H 1.810 -0.197 -3.986 0.37
H 4.430 0.320 -5.398 0.44
H 6.728 -0.525 -5.082 0.38
H 7.466 -1.280 -2.837 0.38
H 5.892 -1.191 -0.934 0.47
F -2.272 -1.027 -1.574 -0.42
C -0.907 -1.549 -1.340 0.25
F -1.151 -2.789 -0.805 -0.31
C -0.479 -1.844 -2.778 0.60
F 0.805 -2.260 -2.805 -0.29
F -0.568 -0.753 -3.555 -0.24
F -1.208 -2.807 -3.377 -0.30
C -5.363 0.068 -2.169 -0.85
Si -5.589 0.264 -0.344 -0.14
C -5.913 -1.372 0.477 -1.00
C -6.964 1.454 0.046 -1.03
C -4.051 1.017 0.353 0.10
C -2.964 1.412 0.720 0.18
H -6.292 -0.280 -2.631 0.36
H -4.572 -0.654 -2.382 0.22
H -5.080 1.016 -2.630 0.31
H -6.914 -1.729 0.221 0.41
H -5.842 -1.286 1.563 0.34
H -5.194 -2.125 0.149 0.34
H -7.921 1.087 -0.332 0.31
H -6.764 2.427 -0.407 0.30
H -7.052 1.599 1.125 0.31
```